Below is a molecular structure, C29H26FN5O3S5Se2Tl, with properties calculated with ωB97M-V/def2-TZVPD.

Properties
**Energy above the lowest of the compared OMol25 structures with the same formula, charge and spin**: 22.2 kcal/mol
**Orbital gap**: 0.1965 Ha
**Total charge**: +1

Each line ends with the Mulliken charge.
Element x y z (Å)
Tl -0.93338 -0.63695 -3.89742  0.8841
C -2.60430 2.46432 3.61731  -0.9212
C -1.14842 2.54430 3.03366  -0.8100
N -0.95631 1.49532 2.01964  0.1611
C -1.43163 1.80754 0.79458  0.1048
C -1.45851 0.98823 -0.31123  -0.5280
C -2.29633 1.36911 -1.60462  0.4933
O -2.96013 2.38671 -1.33153  -0.6948
O -2.29676 0.80384 -2.77632  -0.6491
C -0.69855 -0.32741 -0.25222  1.0197
O -0.35714 -0.97473 -1.27992  -0.8457
C -0.43229 -0.70123 1.14663  0.3862
C -0.01499 -2.00672 1.46816  -1.2306
C 0.29838 -2.34220 2.72218  0.5655
F 0.90752 -3.58644 2.82969  -0.3465
C 0.10799 -1.50349 3.87423  -0.7285
C -0.20648 -0.19427 3.57951  -0.1505
C -0.52698 0.16272 2.26284  0.1668
N 0.32139 -1.88601 5.18006  0.3620
C 1.30161 -1.27074 6.02712  -0.6544
C 0.72529 -1.03646 7.45418  -0.7215
N 0.42997 -2.35564 7.99125  -0.0440
C -0.56847 -3.13289 7.11276  -0.8875
C -0.16140 -3.23108 5.62073  -0.4505
H -2.73164 2.99894 4.57779  0.3562
H -2.82367 1.37046 3.72746  0.2654
H -3.41358 2.87995 2.94588  0.3200
H -0.41634 2.47041 3.86484  0.3720
H -1.08244 3.50871 2.54777  0.4619
H -1.77045 2.82857 0.66068  0.5065
H 0.05710 -2.75161 0.67780  0.5359
H -0.11260 0.55271 4.43843  0.0923
H 1.57046 -0.28147 5.60079  0.3873
H 2.29403 -1.76686 6.13046  0.2024
H -0.14372 -0.42768 7.47584  0.4027
H 1.46692 -0.42412 8.05700  0.3644
H 0.00188 -2.26642 8.92100  0.3528
H 1.26398 -2.89740 8.05014  0.3800
H -1.52832 -2.64814 7.28606  0.3655
H -0.65298 -4.13718 7.50289  0.4245
H -1.06807 -3.49927 5.03711  0.4193
H 0.60546 -4.02015 5.54380  0.3607
Se -0.02405 4.35058 -4.81188  -0.0569
Se 1.65062 2.72865 -5.62199  0.0380
C 2.46257 2.04440 -4.10507  -0.0543
C 3.79745 2.56165 -3.90834  -0.5390
C 4.43464 2.25617 -2.74350  -0.3819
C 3.79389 1.42313 -1.81843  -0.6208
C 2.56452 0.87307 -2.14139  -0.2664
N 1.90244 1.15164 -3.25881  0.1671
C -1.49818 3.58340 -5.69965  0.6324
C -2.51002 4.46639 -6.11758  -0.6609
C -3.54827 3.97945 -6.83947  -0.4166
C -3.49349 2.61399 -7.18533  -0.4547
C -2.40704 1.85052 -6.81889  -0.4029
N -1.40194 2.29170 -6.01827  -0.1188
H 4.03737 3.36635 -4.62333  0.3764
H 5.41449 2.66511 -2.56283  0.4025
H 4.24061 1.16313 -0.82935  0.3483
H 2.03843 0.24771 -1.45852  0.5211
H -2.50867 5.45262 -5.67805  0.3169
H -4.33022 4.63625 -7.15961  0.4258
H -4.27415 2.21406 -7.81867  0.3798
H -2.32745 0.78939 -7.10842  0.3750
S 1.47283 -7.54724 -6.99761  -0.1283
C 1.55878 -6.04942 -6.20129  0.0754
S 0.63283 -4.60013 -6.57048  0.0081
C 1.64919 -3.51676 -5.57195  0.0189
C 2.54228 -4.20995 -4.67358  0.0720
S 3.31972 -3.37677 -3.46764  -0.1282
S 2.67642 -5.91998 -4.83636  0.0058
S 1.57825 -1.81440 -5.68073  0.0158

Below is 2 unconnected molecules or ions with the total composition C29H26N3O2, with properties calculated with ωB97M-V/def2-TZVPD.

Properties
**Energy above the lowest of the compared OMol25 structures with the same formula, charge and spin**: 20.6 kcal/mol
**Orbital gap**: 0.1442 Ha
**Total charge**: -1

Each line ends with the Mulliken charge.
Element x y z (Å)
C -2.12164 1.69976 -0.31035  -0.4270
C -3.32750 1.05166 -0.23341  1.4698
C -3.82989 0.32264 -1.34513  -0.3640
N -4.23266 -0.24664 -2.28758  -0.5642
C -4.22570 1.08984 0.87718  -0.1202
N -5.05113 1.00241 1.71007  -0.5678
C -1.60695 2.64051 0.69351  0.5491
C -1.67280 2.47461 2.10476  -0.1643
C -0.98444 3.36159 2.94344  -0.7615
C -0.33920 4.49725 2.41923  -0.3721
C -0.35311 4.71729 1.04144  -0.5490
C -0.98589 3.81249 0.19958  -0.5039
H -1.63411 1.66423 -1.28467  0.5685
H -2.25642 1.64566 2.52964  0.3615
H -0.97444 3.21203 4.02652  0.3706
H 0.18439 5.19500 3.06993  0.3601
H 0.10060 5.60681 0.61004  0.3590
H -1.05272 4.01030 -0.87248  0.3754
C 3.74740 -2.06353 -2.98575  -1.5793
C 3.34459 -1.20637 -1.80142  1.7844
C 3.06457 -2.04836 -0.56500  -1.5649
C 4.42496 -0.15293 -1.57277  -1.7066
O 2.10908 -0.36430 -2.05434  -0.4484
C 0.92898 -0.95417 -2.42049  -0.3335
C -0.21547 -0.65379 -1.48459  -0.0532
N -1.15893 -1.50984 -1.53061  0.1564
C -2.04960 -2.33789 -1.08381  -0.4318
C -2.63527 -3.25947 -2.09283  0.1976
C -4.00343 -3.59398 -2.15140  -0.2701
C -4.42415 -4.63278 -2.99374  -0.6301
C -3.48884 -5.30645 -3.79080  -0.3870
C -2.16436 -4.85377 -3.86127  -0.5747
C -1.77104 -3.76048 -3.08436  -0.3341
C -2.29928 -2.44334 0.38017  0.9228
C -2.89305 -3.57739 0.98491  -0.4202
C -3.07254 -3.63377 2.37155  -0.6947
C -2.57591 -2.62198 3.20224  -0.5087
C -1.93488 -1.52247 2.62439  -0.8922
C -1.82175 -1.42677 1.23215  -0.3084
O 0.84271 -1.69651 -3.39227  -0.6826
H 3.79079 -1.45107 -3.89298  0.3572
H 4.76110 -2.47189 -2.84460  0.4549
H 3.07712 -2.91549 -3.14205  0.3036
H 2.69467 -1.42268 0.25844  0.3478
H 2.31078 -2.82145 -0.77585  0.3107
H 3.97039 -2.56669 -0.22615  0.4324
H 4.27929 0.35081 -0.60807  0.3627
H 5.43749 -0.57930 -1.58970  0.3765
H 4.36906 0.58911 -2.37889  0.3862
H -0.12033 0.20788 -0.81815  0.5553
H -4.71429 -2.99744 -1.57303  0.4082
H -5.47655 -4.92830 -3.01391  0.3368
H -3.78773 -6.17684 -4.37414  0.3385
H -1.42899 -5.34226 -4.50404  0.3745
H -0.78101 -3.31404 -3.21557  0.3436
H -3.19478 -4.42223 0.35908  0.4245
H -3.59023 -4.48303 2.81757  0.3628
H -2.69827 -2.68122 4.28531  0.3528
H -1.53520 -0.72952 3.26138  0.3689
H -1.40377 -0.52680 0.78012  0.5417

Below is a molecular structure, C29H26N4O4, with properties calculated with ωB97M-V/def2-TZVPD.

Properties
**Energy above the lowest of the compared OMol25 structures with the same formula, charge and spin**: 119.5 kcal/mol
**Orbital gap**: 0.2561 Ha
**Total charge**: 0

Each line ends with the Mulliken charge.
Element x y z (Å)
C 1.51211 -0.49355 1.12892  -0.8609
N 2.24973 -1.67122 0.79407  1.2541
O 1.98896 -2.79627 1.33520  -0.6611
O 3.10229 -1.55982 -0.12141  -0.7440
C 2.27910 0.73884 1.21904  0.8506
C 3.33874 1.03052 0.32150  -0.6422
C 3.92498 2.29426 0.33473  -0.7712
C 3.45758 3.30321 1.17977  0.7172
C 4.00597 4.64502 1.10080  -0.1515
N 4.49506 5.71469 1.07469  -0.5788
C 2.50058 2.98182 2.14024  -0.8138
C 1.90657 1.72902 2.15789  -0.1567
H 0.80747 -0.61891 1.97960  0.5430
H 3.65707 0.27978 -0.39544  0.4649
H 4.74532 2.52439 -0.34446  0.4312
H 2.20441 3.74660 2.85461  0.4534
H 1.09308 1.53022 2.85785  0.3129
C 0.93733 5.90258 -1.57541  -1.0017
O 1.11516 4.48037 -1.40113  -0.4303
C 0.15391 3.82519 -0.68516  -0.0581
C 0.26480 2.41576 -0.60737  0.5701
C -0.69355 1.72538 0.10915  0.6076
C -1.71051 2.42655 0.81378  -0.0047
C -1.85460 3.80392 0.71990  -1.5380
C -0.91991 4.50133 -0.03729  -0.6459
N -2.50224 1.47295 1.46665  0.0878
C -3.70336 1.71697 2.23947  -1.0278
C -2.02179 0.22014 1.21318  -0.8619
C -0.90872 0.31524 0.36258  0.5675
C -0.09687 -0.74717 -0.10445  -0.3509
C -0.56372 -2.09194 0.09177  0.1634
C -0.94978 -2.63895 1.31951  -0.6060
N -1.15921 -3.98026 1.17399  0.1412
C -1.46148 -4.87299 2.27830  -1.0119
C -1.00046 -4.33393 -0.16204  -0.2552
C -0.66450 -3.16111 -0.88550  0.0124
C -0.47978 -3.23613 -2.26121  0.3184
C -0.81178 -4.45633 -2.90765  0.3808
O -0.91045 -4.56667 -4.26203  -0.4737
C -0.70450 -3.39106 -5.07874  -0.7524
C -1.15289 -5.61701 -2.15572  -0.7883
C -1.18992 -5.57952 -0.76642  -1.0639
H 1.73769 6.20019 -2.24579  0.2664
H -0.04101 6.11994 -2.01960  0.4032
H 1.02930 6.41612 -0.61257  0.3697
H 1.09035 1.88815 -1.08885  0.5805
H -2.69375 4.30751 1.19218  0.2376
H -0.99921 5.57639 -0.12953  0.4525
H -3.85686 2.79943 2.32531  0.3218
H -4.56602 1.23442 1.75007  0.3237
H -3.59192 1.27993 3.24168  0.3193
H -2.45182 -0.67033 1.66404  0.8073
H 0.55233 -0.54137 -0.96090  0.7720
H -0.98745 -2.13303 2.28814  0.5847
H -1.66163 -5.86852 1.87735  0.3016
H -0.59863 -4.93305 2.95755  0.3220
H -2.33429 -4.49488 2.82853  0.3154
H -0.15741 -2.34359 -2.80536  0.4323
H -0.80698 -3.76652 -6.09492  0.2363
H -1.46798 -2.62553 -4.87200  0.3313
H 0.29905 -2.96849 -4.92480  0.2936
H -1.38439 -6.51943 -2.70788  0.4399
H -1.38959 -6.46924 -0.17843  0.2633

DFT total energy for every record listed, in sequence, given in Ha: -8685.9977, -1435.3820, -1640.4997.
Lowest unoccupied orbital energy for every record listed, in sequence, given in eV: -3.85, 1.41, -0.56.